[1]
A 12-piece molecular cluster, C36H94N2O12 overall, computed with ωB97M-V/def2-TZVPD.

Calculated total energy = -2440.21529 Eh
E_HOMO = -8.13 eV
Structure (SMILES) = CC1(C)CCCC(C)(C)N1O.CC1(C)CCCC(C)(C)N1O.CCO.CCO.CCO.CCO.CCO.CCO.CCO.CCO.CCO.O
ΔE to the lowest compared entry with this formula, charge and spin = 2.791 eV
LUMO = 0.569 eV
Kohn-Sham gap = 8.70 eV

```
! RIJCOSX wB97M-V def2-TZVPD def2/J DEFGRID3
* xyz 0 1
O 7.603 14.092 15.793
H 7.474 14.377 14.910
H 7.254 14.711 16.385
C 8.198 11.004 20.317
C 9.364 10.949 19.375
C 8.869 11.081 17.961
C 9.991 11.467 16.911
C 10.607 12.725 17.408
C 11.251 12.558 18.758
N 10.282 12.074 19.667
O 10.866 11.945 20.976
C 12.491 11.609 18.595
C 11.738 13.895 19.228
C 10.039 9.591 19.659
H 8.580 10.965 21.360
H 7.420 10.268 20.130
H 7.680 11.945 20.204
H 8.363 10.143 17.630
H 8.158 11.890 17.860
H 9.495 11.622 15.999
H 10.731 10.651 16.807
H 9.794 13.484 17.514
H 11.302 13.236 16.715
H 13.326 12.144 18.132
H 12.757 11.220 19.557
H 12.168 10.711 18.062
H 12.298 14.373 18.470
H 10.975 14.571 19.512
H 12.276 13.677 20.136
H 10.672 9.222 18.844
H 9.389 8.744 19.788
H 10.652 9.590 20.558
H 10.552 12.730 21.429
C 15.435 16.196 15.627
C 14.138 17.031 15.695
C 14.337 18.357 16.449
C 15.119 19.398 15.668
C 14.457 19.691 14.371
C 14.227 18.458 13.462
N 13.574 17.446 14.414
O 13.089 16.303 13.647
C 13.184 18.770 12.444
C 15.560 18.107 12.779
C 13.046 16.240 16.474
H 15.778 15.885 16.606
H 16.179 16.720 15.055
H 15.203 15.257 15.083
H 13.344 18.788 16.721
H 14.875 18.055 17.342
H 16.156 19.039 15.377
H 15.270 20.326 16.249
H 14.977 20.491 13.800
H 13.459 20.173 14.588
H 12.914 17.872 11.958
H 12.235 19.184 12.892
H 13.429 19.595 11.765
H 16.291 17.612 13.448
H 15.424 17.516 11.852
H 16.056 18.917 12.283
H 13.387 16.183 17.492
H 12.879 15.267 16.006
H 12.149 16.880 16.491
H 13.838 15.755 13.311
C 7.011 12.435 12.953
C 7.055 12.682 11.515
O 6.928 14.098 11.277
H 7.907 12.917 13.471
H 7.042 11.389 13.243
H 6.142 12.915 13.453
H 6.188 12.195 11.061
H 8.030 12.320 11.097
H 7.695 14.306 10.723
C 16.360 13.249 12.627
C 15.590 13.891 11.515
O 14.321 14.214 12.123
H 16.753 13.918 13.401
H 17.226 12.760 12.117
H 15.760 12.478 13.096
H 15.441 13.322 10.555
H 16.059 14.854 11.237
H 13.816 14.810 11.583
C 8.421 15.526 7.837
C 9.639 15.145 8.612
O 9.327 14.139 9.601
H 7.755 16.144 8.489
H 7.821 14.627 7.548
H 8.605 16.184 6.960
H 10.176 15.965 9.038
H 10.345 14.699 7.914
H 10.056 14.115 10.251
C 7.041 18.048 12.615
C 6.439 16.877 13.403
O 7.151 15.630 13.492
H 8.098 18.177 12.969
H 6.567 19.032 12.829
H 7.059 17.855 11.526
H 5.416 16.713 13.037
H 6.336 17.191 14.480
H 6.962 15.081 12.669
C 12.659 10.891 14.600
C 14.059 11.397 15.022
O 14.065 12.805 15.077
H 11.879 11.540 15.009
H 12.587 9.866 15.007
H 12.543 10.800 13.511
H 14.813 11.011 14.299
H 14.303 10.923 16.005
H 13.860 13.104 14.204
C 9.617 6.615 13.775
C 9.997 8.055 14.171
O 9.019 8.907 13.769
H 8.730 6.337 14.329
H 10.524 6.006 13.922
H 9.278 6.590 12.723
H 10.905 8.400 13.618
H 10.213 8.177 15.230
H 8.860 9.590 14.417
C 14.568 16.996 8.478
C 14.186 15.489 8.428
O 13.335 15.152 9.528
H 13.754 17.715 8.415
H 15.403 17.219 7.790
H 14.960 17.194 9.481
H 15.033 14.792 8.591
H 13.752 15.152 7.485
H 12.804 14.341 9.402
C 12.447 10.084 10.578
C 13.122 11.261 10.022
O 12.324 12.420 9.789
H 13.206 9.377 10.774
H 11.739 9.631 9.912
H 11.891 10.216 11.551
H 13.571 11.000 9.037
H 13.978 11.525 10.706
H 11.726 12.598 10.553
C 10.457 13.983 13.649
C 10.315 15.052 12.624
O 11.126 14.661 11.474
H 10.123 13.010 13.284
H 9.788 14.232 14.537
H 11.482 13.826 13.822
H 10.798 15.983 12.889
H 9.314 15.081 12.322
H 11.438 15.453 11.054
*
```

[2]
C36H95F3MnN8O12S as an isolated structure, computed with ωB97M-V/def2-TZVPD.

Calculated total energy = -4618.01315 Eh
E_HOMO (alpha / beta) = -8.22 / -8.22 eV
ΔE to the lowest compared entry with this formula, charge and spin = 3.715 eV
LUMO (alpha / beta) = -0.751 / -0.996 eV
Kohn-Sham gap (alpha / beta) = 7.47 / 7.22 eV

```
! RIJCOSX wB97M-V def2-TZVPD def2/J DEFGRID3
* xyz 0 6
Mn -2.599 -4.070 -0.928
C -0.259 -0.442 -1.718
C -0.730 -1.178 -0.482
C -1.633 -0.387 0.426
O -1.141 -2.466 -0.720
H -1.043 -0.462 -2.475
H 0.627 -0.971 -2.069
H -0.159 0.625 -1.521
H 0.147 -1.243 0.161
H -1.880 -0.762 1.420
H -2.598 -0.351 -0.079
H -1.227 0.622 0.495
C -0.973 -3.573 3.057
F -0.605 -3.912 4.316
F -2.014 -2.754 3.108
F 0.137 -3.138 2.530
S -1.668 -5.213 2.175
O -2.263 -6.071 3.229
O -2.569 -4.710 1.101
O -0.509 -5.875 1.593
C 6.964 -0.632 -0.823
C 6.825 0.869 -0.942
C 5.514 1.281 -0.148
O 4.441 0.686 -0.897
C 3.120 1.097 -0.492
N 8.016 1.535 -0.471
H 7.773 -1.001 -1.453
H 6.169 -1.248 -1.242
H 7.117 -0.860 0.232
H 6.769 1.031 -2.019
H 5.497 2.370 -0.101
H 5.598 0.967 0.893
H 2.371 0.327 -0.678
H 2.828 1.997 -1.033
H 3.043 1.435 0.542
H 7.962 2.534 -0.605
H 8.056 1.419 0.532
C -5.933 -1.150 -0.871
C -4.973 -2.285 -1.173
C -4.182 -2.009 -2.510
O -3.276 -3.044 -3.003
C -2.767 -2.668 -4.304
N -4.022 -2.635 -0.149
H -6.672 -1.020 -1.661
H -5.414 -0.208 -0.693
H -6.376 -1.381 0.098
H -5.496 -3.239 -1.242
H -3.651 -1.056 -2.495
H -5.015 -2.048 -3.211
H -3.071 -1.646 -4.528
H -2.897 -3.316 -5.171
H -1.710 -2.436 -4.180
H -4.368 -2.509 0.792
H -3.399 -1.860 0.033
C 2.824 -3.409 -2.110
C 2.832 -3.766 -0.599
C 3.306 -2.585 0.255
O 3.434 -3.149 1.623
C 4.036 -2.153 2.485
N 1.534 -4.128 -0.109
H 2.005 -2.740 -2.375
H 2.756 -4.256 -2.793
H 3.717 -2.847 -2.383
H 3.448 -4.646 -0.416
H 2.732 -1.659 0.249
H 4.271 -2.205 -0.081
H 4.104 -2.499 3.516
H 3.459 -1.236 2.605
H 5.043 -1.851 2.199
H 1.653 -3.871 0.860
H 0.915 -3.446 -0.522
C 3.133 -1.435 -7.892
C 2.127 -1.732 -6.609
C 2.186 -0.617 -5.552
O 3.456 -0.658 -4.845
C 3.456 0.228 -3.667
N 0.748 -1.805 -7.104
H 3.069 -2.133 -8.726
H 4.121 -1.262 -7.465
H 2.996 -0.458 -8.357
H 2.441 -2.669 -6.148
H 1.322 -0.660 -4.888
H 2.109 0.389 -5.964
H 4.458 0.617 -3.489
H 3.105 -0.339 -2.805
H 2.826 1.116 -3.713
H 0.177 -2.195 -6.368
H 0.735 -2.399 -7.921
C 2.668 1.276 4.396
C 1.174 1.193 3.882
C 0.273 -0.084 4.354
O -0.035 0.061 5.673
C -1.244 -0.720 6.016
N 0.483 2.408 4.187
H 2.939 2.281 4.720
H 3.405 1.022 3.635
H 2.863 0.610 5.236
H 1.193 1.164 2.792
H 0.811 -1.022 4.215
H -0.605 -0.095 3.708
H -1.265 -1.603 5.377
H -2.102 -0.134 5.689
H -1.300 -0.991 7.070
H 0.714 2.436 5.170
H -0.490 2.135 4.213
C 0.522 3.360 0.891
C 1.888 4.026 1.092
C 1.631 5.520 1.489
O 2.790 6.227 1.839
C 2.558 7.479 2.429
N 2.606 3.253 2.127
H -0.088 3.853 0.135
H -0.177 3.626 1.685
H 0.500 2.287 0.702
H 2.546 3.829 0.246
H 0.925 5.509 2.320
H 1.145 5.899 0.590
H 1.873 7.369 3.270
H 2.247 8.238 1.712
H 3.481 7.766 2.934
H 2.044 3.052 2.942
H 3.193 4.001 2.467
C -3.480 2.657 0.081
C -3.551 2.843 -1.414
C -2.377 2.542 -2.356
O -2.587 3.467 -3.501
C -1.758 3.285 -4.597
N -4.775 2.120 -1.860
H -3.313 1.619 0.368
H -4.366 2.876 0.678
H -2.658 3.269 0.451
H -3.719 3.915 -1.518
H -2.307 1.554 -2.809
H -1.426 2.587 -1.825
H -2.082 3.925 -5.417
H -1.920 2.282 -4.991
H -0.698 3.447 -4.396
H -5.300 2.548 -2.609
H -4.441 1.268 -2.287
C -6.339 -1.435 4.525
C -5.944 -1.166 3.024
C -5.099 0.158 2.819
O -4.078 0.385 3.769
C -3.135 1.334 3.326
N -5.150 -2.322 2.574
H -7.080 -2.226 4.647
H -6.802 -0.459 4.672
H -5.439 -1.412 5.139
H -6.835 -1.163 2.397
H -5.693 1.065 2.709
H -4.770 -0.040 1.799
H -2.481 0.914 2.562
H -2.330 1.561 4.025
H -3.505 2.335 3.102
H -5.652 -3.161 2.830
H -4.493 -2.309 3.341
*
```

[3]
A 9-piece molecular cluster, C36H95N5O14 overall, computed with ωB97M-V/def2-TZVPD.

Calculated total energy = -2755.40755 Eh
E_HOMO = -8.13 eV
Structure (SMILES) = COCCNCCOC.COCCNCCOC.COCCNCCOC.COCCNCCOC.COCCNCCOC.CCO.CCO.CO.CO
ΔE to the lowest compared entry with this formula, charge and spin = 1.040 eV
LUMO = 0.384 eV
Kohn-Sham gap = 8.51 eV

```
! RIJCOSX wB97M-V def2-TZVPD def2/J DEFGRID3
* xyz 0 1
C 2.936 -2.773 4.856
O 1.933 -3.673 5.233
H 2.752 -2.338 3.873
H 3.072 -1.993 5.605
H 3.917 -3.229 4.719
H 1.260 -3.660 4.549
C 1.008 -0.035 0.725
O 1.122 -0.096 2.084
H 0.098 0.482 0.422
H 1.817 0.565 0.309
H 1.050 -0.976 0.176
H 2.055 -0.185 2.293
C 5.435 -1.818 2.353
C 4.865 -0.563 1.738
O 3.759 -0.209 2.532
H 4.652 -2.576 2.384
H 5.710 -1.677 3.399
H 6.257 -2.209 1.754
H 4.548 -0.583 0.695
H 5.583 0.255 1.773
H 4.003 0.061 3.421
C 2.366 1.141 5.005
C 3.798 1.646 5.001
O 4.752 0.591 4.957
H 2.438 0.150 4.557
H 1.628 1.655 4.390
H 2.059 0.913 6.026
H 3.992 2.283 5.864
H 3.875 2.276 4.115
H 5.662 0.874 5.074
C -1.715 4.886 -3.274
O -2.452 4.426 -2.107
C -1.708 3.423 -1.351
C -0.478 4.014 -0.670
N -0.851 5.099 0.249
C -1.568 4.683 1.416
C -1.868 5.878 2.317
O -2.913 6.638 1.686
C -3.139 7.920 2.295
H -2.344 5.526 -3.893
H -1.305 4.100 -3.908
H -0.792 5.432 -3.078
H -1.375 2.580 -1.956
H -2.430 2.967 -0.673
H 0.181 4.490 -1.396
H 0.116 3.252 -0.165
H -1.514 5.676 -0.248
H -1.028 3.959 2.027
H -2.570 4.354 1.141
H -0.979 6.508 2.350
H -2.200 5.492 3.281
H -3.767 7.638 3.140
H -3.754 8.631 1.744
H -2.210 8.467 2.457
C -7.585 -1.329 6.483
O -6.188 -1.230 6.411
C -5.608 -1.592 5.157
C -4.093 -1.907 5.330
N -3.554 -2.119 4.041
C -2.167 -2.591 4.042
C -1.501 -2.967 2.723
O -0.223 -3.556 2.953
C 0.577 -3.678 1.752
H -7.884 -1.228 7.526
H -7.875 -2.328 6.158
H -8.006 -0.513 5.897
H -5.771 -0.855 4.371
H -6.176 -2.463 4.831
H -4.032 -2.778 5.982
H -3.560 -1.133 5.882
H -3.602 -1.334 3.407
H -1.986 -3.394 4.756
H -1.553 -1.796 4.465
H -1.358 -2.007 2.228
H -2.067 -3.634 2.073
H -0.012 -4.091 0.932
H 1.437 -4.310 1.974
H 0.843 -2.672 1.428
C 0.678 0.577 -9.410
O 0.168 0.027 -8.205
C 1.106 0.100 -7.157
C 0.470 -0.294 -5.816
N 1.341 -0.432 -4.621
C 0.641 -0.901 -3.407
C -0.202 -2.145 -3.474
O -1.518 -1.907 -4.026
C -2.359 -2.984 -3.746
H 0.021 0.432 -10.268
H 1.679 0.198 -9.617
H 0.832 1.650 -9.302
H 1.541 1.099 -7.117
H 1.934 -0.582 -7.351
H -0.026 -1.256 -5.952
H -0.266 0.470 -5.562
H 2.125 -0.999 -4.911
H 0.000 -0.072 -3.107
H 1.368 -1.028 -2.604
H -0.301 -2.548 -2.466
H 0.355 -2.930 -3.985
H -2.467 -3.171 -2.678
H -2.014 -3.890 -4.244
H -3.350 -2.745 -4.132
C 4.730 -0.685 -8.953
O 4.500 -1.483 -7.794
C 4.982 -0.815 -6.614
C 5.050 -1.825 -5.430
N 3.696 -2.376 -5.194
C 3.669 -3.382 -4.100
C 4.000 -2.710 -2.699
O 3.582 -3.669 -1.781
C 3.779 -3.330 -0.380
H 5.722 -0.918 -9.340
H 4.718 0.377 -8.712
H 3.956 -1.015 -9.646
H 4.267 -0.030 -6.369
H 5.949 -0.349 -6.804
H 5.346 -1.294 -4.525
H 5.770 -2.588 -5.727
H 3.327 -2.794 -6.036
H 4.346 -4.203 -4.335
H 2.649 -3.743 -3.973
H 3.315 -1.874 -2.557
H 5.026 -2.378 -2.540
H 4.821 -3.070 -0.192
H 3.542 -4.166 0.279
H 3.115 -2.503 -0.131
C -2.290 -0.885 -0.790
O -2.556 0.366 -0.112
C -3.908 0.690 -0.081
C -4.587 -0.066 1.102
N -3.888 0.315 2.352
C -4.467 1.549 2.903
C -3.854 1.973 4.245
O -2.616 2.690 4.164
C -1.424 1.950 4.031
H -2.637 -1.782 -0.277
H -1.209 -1.010 -0.860
H -2.694 -0.915 -1.802
H -4.408 0.453 -1.020
H -4.070 1.764 0.018
H -4.411 -1.129 0.941
H -5.651 0.171 1.112
H -2.982 0.512 1.952
H -5.528 1.351 3.059
H -4.381 2.402 2.230
H -3.820 1.103 4.901
H -4.633 2.632 4.630
H -1.259 1.325 4.909
H -0.558 2.587 3.849
H -1.578 1.276 3.189
*
```